15
Properties=species:S:1:pos:R:3 method="wB97M-V/def2-TZVPD" smiles=O.O.O.O.O e_above_lowest_ev=1.341
O 2.470 -0.312 -0.021
H 1.790 -0.533 0.701
H 2.878 -1.169 -0.068
O 0.248 -0.371 1.487
H -0.334 -0.597 0.731
H -0.121 0.487 1.891
O -1.843 -1.542 -0.101
H -1.623 -2.117 -0.822
H -2.470 -0.908 -0.452
O -1.061 1.942 0.465
H -1.216 1.290 -0.253
H -0.226 2.257 0.344
O 0.185 0.544 -1.105
H 0.472 1.196 -1.740
H 0.853 -0.168 -1.059